1.
Formula: C22H62O18
Source: OMol25
Level of theory: ωB97M-V/def2-TZVPD

XYZ file:
```
102
Properties=species:S:1:pos:R:3
O -23.63076 -6.68121 7.41313
O -15.11134 1.86937 5.58599
O -22.91008 -8.87724 9.41395
O -20.42205 1.99642 6.44902
O -13.06528 -0.92344 5.01691
O -18.67929 0.21483 4.59146
O -24.78095 -4.19565 6.89335
O -17.69598 1.43336 7.07699
O -22.09751 -6.30990 10.50418
O -15.88455 -2.39449 4.19796
O -21.11459 -4.65078 4.05104
O -24.50352 -1.54871 7.15565
O -22.34709 -0.21635 7.51743
O -20.89101 -6.12015 7.93623
O -19.53113 -4.17456 6.67659
O -21.56415 -2.39097 5.96682
O -26.34975 -2.45663 5.02975
O -16.82398 -3.69604 6.37116
C -17.00089 -2.41133 3.30871
C -25.75632 -4.62055 5.85927
C -23.12164 -0.47868 8.66894
C -20.79828 1.27646 5.32930
C -26.86517 -3.56167 5.73043
C -12.01601 -0.74487 5.90295
C -24.02016 -8.06675 7.44054
C -14.30850 1.88964 4.41509
C -16.30206 2.60372 5.38894
C -24.54087 -0.77019 8.30018
C -20.17131 -6.68638 9.03973
C -17.66954 -2.69845 6.91795
C -17.18415 2.70498 6.66291
C -22.28505 -2.62987 4.76157
C -18.09662 1.43941 8.47796
C -14.34986 -1.05951 5.60426
C -24.13167 -8.70654 8.78950
C -19.65372 1.18838 4.34907
C -18.72669 -3.55176 7.66287
C -22.38425 -4.12037 4.48880
C -20.68431 -6.03700 10.29353
C -15.51651 -1.09113 4.58529
H -17.24331 1.53764 9.10454
H -15.98031 3.59387 5.14864
H -20.66134 -2.71738 5.87473
H -17.11108 -2.05785 7.64863
H -18.69026 2.33928 8.58883
H -18.61694 0.50060 8.72054
H -19.36738 -2.92142 8.26827
H -22.58234 -4.67531 5.37959
H -21.05207 0.24258 5.62057
H -24.83428 -7.97443 9.33740
H -23.09130 0.40786 9.23921
H -16.85598 -3.01059 2.43879
H -18.45064 0.22935 5.51269
H -20.08945 0.84539 3.35975
H -21.73959 1.79956 4.90702
H -20.55119 -5.24688 7.68109
H -21.20461 1.99479 7.08685
H -16.40139 -0.57749 5.02783
H -24.64456 -2.47743 7.49756
H -25.05078 -1.15339 9.16717
H -16.39751 -3.26625 5.59950
H -25.07240 0.16273 8.07531
H -16.90857 2.17525 4.56518
H -19.22004 2.21954 4.12869
H -18.09674 -1.98385 6.16644
H -18.86856 -4.60575 6.16395
H -14.12644 2.87333 4.04521
H -26.21240 -5.62472 6.19612
H -11.06075 -0.86391 5.31020
H -14.54491 -0.22255 6.28875
H -20.14788 -6.44235 11.13968
H -23.30596 -2.29548 5.11801
H -17.80671 -2.83711 3.80022
H -21.79617 -2.10123 3.92121
H -27.09468 -3.29664 6.77559
H -19.11295 -6.55822 8.89408
H -25.29504 -4.63075 4.89820
H -17.24819 -1.36986 3.06356
H -15.19186 -0.52960 3.76149
H -16.55106 3.07038 7.51402
H -25.01344 -8.09072 6.89555
H -24.31956 -4.95562 7.24937
H -23.39715 -8.67991 6.84332
H -18.02401 3.39937 6.44690
H -22.52610 -5.74763 9.91109
H -13.33036 1.36673 4.51234
H -20.29186 -7.73080 8.97087
H -18.35582 -4.26798 8.39535
H -22.72934 -8.04371 9.92043
H -12.02040 0.29860 6.18509
H -20.83841 -5.18374 4.85195
H -27.75259 -3.89099 5.20670
H -23.08158 -4.34212 3.67909
H -24.63650 -9.65981 8.68288
H -14.80091 1.37944 3.53959
H -20.52985 -4.96295 10.25691
H -12.08566 -1.42937 6.75588
H -22.64118 -6.67613 7.45387
H -22.71008 -1.23634 9.25722
H -22.23848 -0.95360 6.89015
H -14.35541 -1.98783 6.20509
H -25.94479 -1.93066 5.74064
```

Summary:
E ... -60667.985 eV
SMILES ... COCCOC.COCCOC.OCCO.OCCO.OCCO.OCCO.OCCO.OCCO.OCCO

Löwdin atomic charge list, values in e, 8 entries: atom 1 (O): -0.105, atom 2 (O): -0.189, atom 3 (O): -0.060, atom 4 (O): -0.092, atom 5 (O): -0.211, atom 6 (O): -0.082, atom 7 (O): -0.114, atom 8 (O): -0.245


2.
Formula: C41H62BrCaF3N6O7Si2
Source: OMol25
Level of theory: ωB97M-V/def2-TZVPD

XYZ file:
```
123
Properties=species:S:1:pos:R:3
Br 0.47644 2.07972 0.03769
Ca -0.58229 -1.03652 1.04462
Si 0.81538 4.31158 -0.43911
Si -2.76523 -2.67890 1.44768
F -2.26419 -7.42547 -3.12202
F -1.15394 -7.06184 -4.94800
F -0.18245 -8.00410 -3.25638
O 4.52501 -0.22426 0.40719
O -1.57342 -0.24536 4.84862
O 0.32482 -3.52274 7.13641
O -0.87081 0.15206 2.77686
O -3.15694 0.25397 -1.12138
O -1.01385 -1.78756 6.81446
O 2.67181 -1.47806 0.82515
N 0.52040 -2.21823 2.77643
N 3.17258 0.42164 2.01881
N 1.20350 -3.30148 3.11461
N 2.07266 0.29593 2.85089
N 0.01531 -3.23815 -2.03231
N 0.27407 -0.09639 -2.43073
C -2.68247 -4.09181 4.03010
C -0.06170 -1.78362 3.88505
C -0.90816 -0.53441 3.84590
C -0.90662 6.50464 -1.03760
C 2.27374 4.15756 2.05671
C 2.27605 -0.71160 -3.58344
C -0.13831 -2.67761 6.40474
C -0.27630 0.27248 -3.58847
C 2.01187 3.25982 -2.84374
C -2.78987 -0.13592 -3.43128
C 0.02098 5.13442 2.17023
C -0.84809 4.97307 -1.15159
C 1.27771 5.04370 1.29031
C -2.85252 -0.77896 -2.05814
C 3.56959 3.84682 -1.02185
C -2.30127 -4.08086 2.68554
C -3.73222 -3.71808 0.13975
C -0.66546 -5.70592 -3.07256
C -1.64553 0.88660 -3.53232
C 2.47949 5.66244 -2.33269
C -0.45479 -5.55976 -1.70962
C -2.05208 4.35923 -0.41996
C 0.40511 0.13876 -4.79848
C -1.06661 -7.05221 -3.60886
C 1.08911 -3.58744 4.41962
C -2.36404 -5.15109 4.87123
C -0.19130 -3.39529 -3.33385
C -0.53402 -4.61081 -3.90974
C -0.11436 -4.30150 -1.24250
C 4.93134 -1.12038 -0.63173
C 1.88893 6.44504 1.14282
C -1.63595 -6.22918 4.39155
C 3.38421 -0.51860 1.07141
C -1.23541 -6.24241 3.06190
C -1.57171 -5.18382 2.22991
C -4.16104 -1.74995 2.37729
C -0.99874 4.60829 -2.63548
C 1.51468 -0.58254 -2.43309
C 2.26683 4.27213 -1.71489
C 0.26478 -2.63345 4.97194
C 1.70118 -0.34862 -4.79252
H -2.05144 4.57217 0.64786
H -1.28636 -5.22830 1.18145
H -0.45060 4.15682 2.29224
H 3.45875 2.88054 -0.52351
H 5.93578 -1.46992 -0.40334
H -0.56674 -6.40308 -1.04118
H -1.79465 1.50314 -4.42009
H 1.72942 -3.79170 2.41385
H -3.29389 -0.14077 -0.25099
H 3.23613 4.07439 1.55413
H 2.45045 4.59619 3.04334
H -4.46133 -3.09952 -0.39111
H 1.79359 2.26554 -2.45243
H -0.06680 0.42678 -5.72909
H -3.25493 -3.26004 4.42832
H -2.97362 4.77414 -0.83961
H 1.26118 0.79714 2.51084
H -3.73100 0.39201 -3.59776
H 4.36226 3.74731 -1.76933
H -2.67945 -5.13881 5.90742
H 2.91027 3.18178 -3.46436
H -0.91063 3.53366 -2.79463
H 1.56768 -4.42932 4.88832
H -4.73292 -1.09034 1.71811
H -4.27540 -4.53728 0.61741
H -3.74712 -1.12523 3.17424
H -0.26360 5.11748 -3.25941
H 4.93619 -0.57254 -1.57343
H -0.04899 6.98038 -1.52018
H -2.68653 -0.91468 -4.19110
H -0.67152 -7.08259 2.67062
H -1.69831 1.50891 -2.63803
H 2.07104 6.86990 2.13404
H -0.70349 -4.70071 -4.97278
H 2.29042 0.58122 3.79416
H 2.69228 6.41707 -1.57283
H 3.72223 1.26545 1.98553
H 4.24469 -1.96089 -0.69302
H 3.33005 5.63084 -3.01986
H 1.90222 -0.87606 -1.46246
H 2.25910 -0.44237 -5.71561
H -1.81099 6.86852 -1.53321
H -2.09094 3.27651 -0.54859
H -3.62084 -1.55753 -2.03736
H 1.22755 7.12659 0.60511
H 1.19157 3.55767 -3.49415
H 3.29069 -1.08346 -3.53449
H -0.07746 -2.50471 -3.94320
H -1.39158 -7.06037 5.04118
H 1.87036 3.15574 2.20784
H 0.05242 -4.12505 -0.18524
H -0.71568 5.83048 1.77060
H -3.07170 -4.15874 -0.61331
H -4.87273 -2.44479 2.83317
H 0.30190 5.49275 3.16480
H -1.29747 -1.17012 6.07131
H -0.94341 6.84124 -0.00153
H 3.90118 4.58767 -0.29340
H -1.99043 4.91579 -2.98015
H 2.84500 6.41369 0.61642
H 1.60889 5.99327 -2.90078
H -1.88668 -1.23885 -1.82189
```

Summary:
E ... -179191.015 eV
Energy relative to the best compared isomer or geometry (same formula, charge and spin) ... 0.7633 eV

Löwdin atomic charge list, values in e, 8 entries: atom 1 (Br): 0.581, atom 2 (Ca): 1.113, atom 3 (Si): 0.542, atom 4 (Si): 0.485, atom 5 (F): 0.152, atom 6 (F): 0.141, atom 7 (F): 0.146, atom 8 (O): -0.035


3.
Formula: C56H74BF3N10O3SY
Source: OMol25
Level of theory: ωB97M-V/def2-TZVPD

XYZ file:
```
149
Properties=species:S:1:pos:R:3
Y -0.00934 -0.43199 -0.11260
S 3.86545 -1.63982 -1.56011
F 6.94525 -6.20755 3.99874
F 6.56726 -4.94273 5.72274
F 5.35787 -6.70521 5.39182
O -0.93552 -6.04358 -0.83130
O 0.92424 0.25735 -2.00293
O -1.47626 -2.07097 0.47068
N -1.27835 1.12886 1.46093
N -0.57048 -3.49444 -1.08727
N 0.87586 2.48589 -0.24356
N 5.84223 -0.21152 -2.53084
N 1.35092 1.65862 0.73442
N -1.39628 2.12669 -1.60824
N -1.38971 2.36350 0.89074
N 4.33099 -0.98886 -4.10056
N -0.07305 -2.31833 -1.64554
N -1.87762 0.84667 -1.56758
C 4.99691 -4.86277 3.95430
C -1.26085 -3.24350 0.00212
C -2.66486 1.87673 -3.39207
C 4.22137 -3.96912 1.86628
C 3.03025 -3.49223 3.90945
C -2.64907 0.69424 -2.63830
C 3.01525 2.96700 0.01894
C -1.63151 4.19479 -3.04122
C -1.63156 -5.73837 0.27479
C 1.70286 4.26669 -1.78601
C 5.19122 2.78398 -2.67434
C -3.39524 -1.59037 -1.86168
C 0.81767 -1.39654 -3.71090
C 1.04018 -0.07209 -3.24062
C 3.94193 -4.24328 4.62140
C 5.96210 -5.67346 4.75212
C 0.32943 -2.45375 -2.85471
C 1.55505 0.56773 -5.53669
C 4.91031 -0.99098 -6.49035
C -1.99014 1.15779 2.58032
C 4.24886 2.52423 2.69678
C -2.58881 2.41719 2.73444
C -2.55464 -4.20610 1.88456
C -2.51971 4.55740 1.28261
C 6.56275 2.11761 -2.77807
C 4.44803 0.34048 1.50684
C -1.87048 2.76135 -2.70234
C 2.56290 0.74609 3.10580
C -2.17979 3.15057 1.64297
C -2.18175 -6.79585 1.00379
C 6.50863 0.72942 -3.40307
C -2.97358 -1.13641 -4.28174
C 2.63056 1.96114 0.91760
C 3.45974 1.37923 2.04225
C 5.22159 -1.55509 -5.11215
C 4.54110 3.03366 -4.03003
C -3.42269 -0.78308 3.08436
C 7.30129 -0.99733 -7.37421
C -3.46638 -0.53640 -2.95941
C -2.32696 0.47945 4.94667
C 2.21938 -2.54397 1.79973
C 4.72817 -0.92735 -2.78261
C 1.40231 0.89458 -4.21096
C -0.94761 -0.95620 3.46346
C 5.13371 -4.72608 2.58252
C -3.09726 -5.25215 2.60575
C -2.15737 -0.02540 3.50586
C 0.99028 -1.70050 -5.06805
C -4.93318 -0.10009 -3.12211
C 1.87911 3.26480 -0.70115
C 5.86820 -1.47556 -7.57479
C 3.15650 -3.34378 2.51740
C 1.46701 -1.83188 1.15298
C 1.35786 -0.73861 -5.98853
C -1.82224 -4.41857 0.71912
C -2.90490 -6.55341 2.15442
B -0.65818 2.77100 -0.40343
H 2.20290 -3.00538 4.40774
H 0.24611 -3.44608 -3.30131
H 3.66962 3.68294 -3.93329
H -3.32085 -1.15471 2.06360
H 1.83695 1.34343 -6.24167
H 5.95014 0.77794 -4.33757
H 2.66820 4.70775 -2.04095
H 4.32730 -3.84919 0.79751
H -2.98936 4.61637 0.29928
H -3.57325 -2.01260 -4.54369
H 7.02255 2.04271 -1.78673
H 3.83609 -4.35344 5.69351
H 3.88246 -1.25398 -6.74830
H 3.93354 -0.48948 1.02662
H 4.52978 2.16832 -2.05630
H 5.05862 -0.04726 2.32822
H -3.58850 -1.63551 3.74987
H 5.30195 3.73051 -2.13615
H 1.02021 5.06741 -1.49572
H -3.50128 -1.15445 -0.86777
H -2.45540 -2.13427 -1.89072
H 5.50433 -1.13059 -8.54643
H -3.22383 2.75307 3.53516
H -0.80768 -1.42481 2.48940
H -4.29980 -0.13411 3.12995
H -2.01546 -7.80089 0.63768
H 4.93070 0.10286 -6.43162
H -3.66027 -5.05902 3.50987
H -2.67701 -3.18337 2.21115
H 4.83683 2.13055 3.52946
H -5.54371 -0.96462 -3.39356
H -0.59892 4.39550 -3.32290
H 7.51564 0.36884 -3.64311
H 3.39590 -1.37144 -4.14698
H 5.84630 -2.56938 -7.62249
H 1.56346 1.90594 -3.85797
H 3.18557 0.39247 3.93316
H 4.19100 2.10491 -4.48497
H -3.20055 2.07277 -4.30530
H 5.12818 -2.65012 -5.12353
H 3.57927 3.29585 3.08172
H 5.95468 -5.20950 2.06951
H 1.30327 3.79503 -2.68441
H -1.87635 4.85471 -2.20813
H -1.47409 1.08822 5.25220
H 7.93009 -1.23028 -8.23480
H 0.80670 -2.72134 -5.38910
H 6.10193 -0.21237 -1.55668
H -2.26463 4.46191 -3.88696
H -0.61064 -5.17940 -1.20416
H 6.25204 -1.34557 -4.83110
H -3.21818 4.96133 2.01504
H -1.63508 5.19513 1.26230
H 7.76866 -1.45554 -6.50106
H 4.93970 2.99254 1.99293
H -3.31944 -7.38708 2.70931
H 7.23431 2.74062 -3.37826
H 5.11986 0.78936 0.76812
H 3.97996 3.43258 -0.09090
H 1.47410 -0.99165 -7.03441
H -3.04830 -0.41491 -5.09819
H -0.02990 -0.42787 3.73114
H 5.23778 3.51587 -4.72206
H 2.01504 -0.10581 2.70866
H 7.33020 0.08561 -7.22638
H -1.09142 -1.77127 4.17952
H -0.76522 3.95268 -0.54733
H -1.93040 -1.44317 -4.20182
H -2.40066 -0.37275 5.62557
H -5.31765 0.31136 -2.18653
H -4.20009 -2.31718 -2.00366
H -5.04841 0.66012 -3.89521
H 1.84535 1.47136 3.49670
H -3.23297 1.07577 5.06389
```

Summary:
Net charge ... -1
E ... -101035.145 eV
Energy relative to the best compared isomer or geometry (same formula, charge and spin) ... 0.5083 eV

Löwdin atomic charge list, values in e, 8 entries: atom 1 (Y): 1.472, atom 2 (S): 0.708, atom 3 (F): 0.120, atom 4 (F): 0.119, atom 5 (F): 0.121, atom 6 (O): 0.042, atom 7 (O): -0.205, atom 8 (O): -0.209